(1)
This record from the OMol25 dataset describes a structure of composition C32H28CrN5O7 at a distorted geometry. The level of theory is wB97M-V/def2-TZVPD.

Values from the calculation:
- Kohn-Sham gap (alpha / beta) (Ha) = 0.30559 / 0.31023
- <S²> = 0.763
- 2S+1 = 2

Each line ends with the Löwdin spin population.
Cartesian coordinates (Å):
Cr 0.2673 -0.3300 -0.0650  0.972
O 0.6478 -2.8261 3.0208  0.003
C 0.6783 -1.9246 2.2257  0.003
O 0.0734 -1.8805 1.0499  0.015
C 1.4562 -0.6609 2.4778  -0.002
C 2.3876 -0.4236 3.4631  0.000
C 3.0731 0.7866 3.4372  -0.003
C 2.8242 1.7124 2.4313  0.000
C 1.8757 1.3977 1.4852  -0.002
N 1.2089 0.2513 1.5458  -0.009
C 1.5254 2.1711 0.2417  0.003
O 1.9883 3.2538 0.0089  0.002
O 0.7026 1.4704 -0.5298  0.015
H 2.5775 -1.1884 4.2040  0.000
H 3.8238 0.9958 4.1883  0.000
H 3.3599 2.6483 2.3474  0.000
C -4.9946 4.9277 4.1847  0.000
C -3.6647 4.2737 4.5308  0.000
N -3.4908 2.9553 3.9169  0.000
C -3.5648 1.7847 4.7868  0.000
C -4.9619 1.5176 5.3275  0.000
C -3.1578 2.9285 2.6036  0.000
O -2.9762 3.9401 1.9453  0.000
C -3.0198 1.5915 1.9233  -0.001
C -4.0354 0.6558 1.8466  0.002
C -3.8375 -0.4957 1.1062  0.000
C -2.6192 -0.6878 0.4924  0.002
N -1.6231 0.2061 0.5710  -0.004
C -1.8345 1.3351 1.2537  0.001
H -5.0633 5.9062 4.6637  0.000
H -5.8368 4.3208 4.5230  0.000
H -5.0717 5.0689 3.1068  0.000
H -3.5718 4.1343 5.6086  0.000
H -2.8462 4.9098 4.1993  0.000
H -2.8709 1.9362 5.6170  0.000
H -3.2040 0.9182 4.2389  0.000
H -5.3184 2.3514 5.9348  0.000
H -4.9585 0.6242 5.9543  0.000
H -5.6726 1.3672 4.5120  0.000
H -4.9792 0.8264 2.3531  0.000
H -4.6117 -1.2442 1.0114  0.000
H -2.4102 -1.5846 -0.0764  0.000
H -1.0418 2.0704 1.2569  0.000
O 4.1762 -0.5289 -0.1739  0.001
C 3.3795 -0.8508 -1.0234  0.000
N 3.6504 -1.1506 -2.3409  0.001
C 2.4791 -1.5990 -3.0815  0.000
C 1.4321 -1.2698 -2.0123  0.000
O 0.1677 -1.2415 -2.0731  0.005
N 1.9957 -0.9590 -0.8653  -0.003
C 2.2742 -0.8456 -4.3961  0.000
C 1.0090 -0.7339 -4.9653  0.000
C 0.8493 -0.1114 -6.1952  0.000
C 1.9484 0.3962 -6.8741  0.000
C 3.2100 0.2853 -6.3103  0.000
C 3.3705 -0.3304 -5.0762  0.000
C 2.5007 -3.1186 -3.3483  0.000
C 1.3279 -3.8662 -3.3629  0.000
C 1.3654 -5.2259 -3.6464  0.000
C 2.5715 -5.8509 -3.9231  0.000
C 3.7431 -5.1062 -3.9186  0.000
C 3.7057 -3.7492 -3.6334  0.000
H 4.5969 -1.3001 -2.6377  0.000
H 0.1460 -1.1203 -4.4381  0.000
H -0.1413 -0.0202 -6.6230  0.000
H 1.8222 0.8786 -7.8353  0.000
H 4.0733 0.6873 -6.8257  0.000
H 4.3615 -0.3881 -4.6437  0.000
H 0.3803 -3.3905 -3.1421  0.000
H 0.4459 -5.7984 -3.6446  0.000
H 2.6007 -6.9115 -4.1403  0.000
H 4.6917 -5.5821 -4.1340  0.000
H 4.6337 -3.1893 -3.6397  0.000

---

(2)
This record from the OMol25 dataset describes a structure of composition C32H28INO8PPtS2. The level of theory is wB97M-V/def2-TZVPD.

Values from the calculation:
- Kohn-Sham gap (alpha / beta) (Ha) = 0.28049 / 0.16834
- <S²> = 2.009
- 2S+1 = 3
- total charge = -1
- energy relative to the best compared isomer or geometry (same formula, charge and spin) (kcal/mol) = 9.3

Each line ends with the Löwdin spin population.
Cartesian coordinates (Å):
Pt 0.4573 -0.1104 -1.7954  0.601
I 0.0255 0.7145 -4.5029  0.990
C 1.6613 1.4560 -1.6972  0.038
C 2.9819 1.3329 -2.0416  0.009
C 3.8155 2.4740 -2.1000  0.001
C 3.3183 3.7191 -1.8427  -0.002
C 1.9545 3.8833 -1.4926  0.000
C 1.3846 5.1497 -1.2303  0.000
C 0.0694 5.2549 -0.8741  0.001
C -0.7317 4.1017 -0.7408  0.001
C -0.2290 2.8511 -1.0147  0.014
P -1.2108 1.2292 -0.8473  0.037
C -2.3849 1.3626 -2.2701  0.046
C -2.6474 0.2223 -3.0420  0.063
C -3.4618 0.3035 -4.1699  0.047
C -4.0411 1.5105 -4.5311  -0.005
C -3.8072 2.6363 -3.7557  0.021
C -2.9861 2.5607 -2.6376  -0.004
C -2.1934 1.8702 0.5846  0.000
C -3.5761 1.7291 0.5942  0.002
C -4.3242 2.1971 1.6646  0.000
C -3.6926 2.7807 2.7531  0.001
C -2.3093 2.8901 2.7656  0.000
C -1.5658 2.4394 1.6864  0.001
C 1.1269 2.7367 -1.4012  0.005
H 3.3884 0.3526 -2.2613  0.000
H 4.8612 2.3507 -2.3569  0.000
H 3.9556 4.5947 -1.8961  0.000
H 2.0101 6.0327 -1.3030  0.000
H -0.3628 6.2267 -0.6663  0.000
H -1.7458 4.2240 -0.3830  0.000
H -2.2295 -0.7323 -2.7489  0.001
H -3.6456 -0.5887 -4.7552  0.000
H -4.6736 1.5727 -5.4078  -0.001
H -4.2584 3.5838 -4.0236  0.002
H -2.8091 3.4545 -2.0580  -0.001
H -4.0744 1.2368 -0.2309  0.000
H -5.4013 2.0840 1.6550  0.000
H -4.2742 3.1307 3.5972  0.000
H -1.8047 3.3191 3.6225  0.000
H -0.4854 2.5104 1.7073  0.000
O -1.9751 -0.7933 2.0758  0.004
S -1.1226 -0.9803 0.9322  0.010
O 0.0757 -0.0875 0.9462  0.084
O -1.8973 -0.4242 -0.3476  0.020
O -0.7660 -2.3626 0.6695  -0.001
C 1.5689 -3.4445 6.4682  0.000
C 1.9104 -3.3315 5.0068  0.000
C 1.5758 -2.1862 4.2922  0.000
C 1.8644 -2.0742 2.9405  0.000
C 2.4877 -3.1328 2.2997  0.000
C 2.8317 -4.2858 2.9879  0.000
C 2.5466 -4.3766 4.3397  0.000
S 2.8434 -3.0026 0.5724  0.001
O 2.7751 -1.6064 0.2550  0.004
O 4.0541 -3.7286 0.2765  0.000
N 1.6135 -3.8871 -0.0472  0.000
C 1.7739 -4.5579 -1.3438  0.000
C 0.7441 -4.0957 -2.3720  0.000
C 0.6577 -2.5912 -2.4597  0.003
O -0.4822 -2.0533 -2.3669  0.003
O 1.7011 -1.8884 -2.5077  0.003
H 1.8058 -2.5218 6.9994  0.000
H 2.1151 -4.2612 6.9403  0.000
H 0.5016 -3.6333 6.6020  0.000
H 1.0718 -1.3681 4.7937  0.000
H 1.5954 -1.1897 2.3779  0.000
H 3.3250 -5.0938 2.4635  0.000
H 2.8181 -5.2721 4.8872  0.000
H 0.7075 -3.4235 0.1097  0.000
H 1.6436 -5.6339 -1.1991  0.000
H 2.7903 -4.3915 -1.6942  0.000
H -0.2484 -4.4564 -2.1034  0.000
H 1.0088 -4.5117 -3.3475  0.000

---

(3)
This record from the OMol25 dataset describes a structure of composition C32H29AsClI2N5OS5Zr at a distorted geometry. The level of theory is wB97M-V/def2-TZVPD.

Values from the calculation:
- Kohn-Sham gap (Ha) = 0.22902
- 2S+1 = 1
- total charge = -2
- energy relative to the best compared isomer or geometry (same formula, charge and spin) (kcal/mol) = 0.0

Each line ends with the Löwdin charge.
Cartesian coordinates (Å):
Zr -0.4186 -0.6487 -0.8597  1.479
I -1.4679 -5.1917 5.6850  0.819
C -0.9077 -3.8115 4.2185  -0.726
C 0.0111 -2.7551 4.4764  -0.229
C 0.2707 -1.8734 3.4426  -0.660
I 1.3786 -0.2213 3.8957  1.036
C -0.2316 -2.0597 2.1038  -0.385
O 0.0788 -1.1848 1.1076  -0.360
C -1.0118 -3.1606 1.8222  -0.160
C -1.5715 -3.3822 0.4286  -0.161
N -0.6948 -3.0575 -0.7075  -0.144
C 0.6197 -3.7473 -0.5085  -0.127
C 1.5451 -3.1921 -1.5609  -0.259
C 2.2005 -4.0764 -2.3946  -0.040
C 2.9287 -3.5248 -3.4505  -0.069
C 2.9322 -2.1995 -3.5802  -0.048
C 2.1294 -1.4271 -2.7409  -0.195
N 1.4775 -1.8331 -1.7034  0.000
C -1.4066 -3.9726 2.9014  -0.100
H 0.4653 -2.6738 5.4503  0.074
H -2.4940 -2.8360 0.2764  0.071
H -1.8630 -4.4487 0.4434  0.137
H -1.1025 -3.5096 -1.5122  -0.038
H 0.6190 -4.8089 -0.6348  0.110
H 0.9960 -3.4751 0.5307  0.144
H 1.9545 -5.1296 -2.2425  0.115
H 3.4526 -4.1607 -4.1298  0.105
H 3.5749 -1.6298 -4.2658  0.121
H 2.1128 -0.3777 -2.9209  0.083
H -2.0882 -4.7935 2.8133  0.078
S -1.0415 -4.3274 -3.7802  -0.129
As -2.1056 -2.3737 -3.9293  -0.315
S -3.5023 -2.0701 -2.1772  0.370
S -0.8425 -0.5732 -3.3858  0.090
S -3.0571 -2.1073 -5.7521  -0.173
C 5.0049 0.8868 -0.0569  -0.162
C 4.6331 1.6756 -1.1372  -0.096
C 3.2754 1.7531 -1.4429  -0.050
C 2.3109 1.0200 -0.7298  -0.294
C 2.7454 0.1246 0.2570  -0.056
C 4.1257 0.1140 0.6088  -0.104
N 0.9207 1.0741 -1.1576  -0.130
C 0.5810 2.3382 -1.6087  -0.363
C 0.0678 2.7532 -2.8772  -0.065
C -0.4921 3.9925 -3.1038  -0.109
C -0.4099 4.9480 -2.0978  -0.111
C 0.2316 4.6406 -0.8937  -0.101
C 0.7088 3.3995 -0.7082  -0.084
H 6.0387 0.8910 0.2932  0.093
H 5.4150 2.1299 -1.8100  0.112
H 2.9492 2.3013 -2.3632  0.129
H 2.0885 -0.4794 0.8579  0.037
H 4.3783 -0.5375 1.4916  0.113
H 0.0939 1.9972 -3.6546  0.055
H -0.9152 4.2508 -4.1302  0.124
H -1.0090 5.8585 -2.2495  0.099
H 0.3239 5.3764 -0.1289  0.101
H 1.2207 3.1907 0.1895  0.114
N -3.0544 4.2357 4.3648  0.104
C -2.8632 4.5294 3.1066  -0.816
S -3.3134 5.9137 2.3058  0.604
C -2.3049 3.3625 2.3190  -0.200
C -1.8957 2.1569 2.8077  -0.017
C -1.4315 1.1872 2.0218  -0.141
N -1.4380 1.2689 0.6940  0.042
C -1.9339 2.3660 0.2253  -0.158
C -2.3576 3.4326 0.9542  -0.057
H -3.3779 4.9144 5.0406  0.090
H -3.0052 3.2830 4.8383  0.037
H -1.8970 1.8673 3.8553  0.124
H -1.0847 0.3137 2.4701  0.036
H -1.9919 2.5256 -0.9078  0.147
H -2.6385 4.3686 0.5262  0.051
Cl -3.7936 2.5815 7.2791  -0.776
C -2.7172 -0.7698 -1.1762  -0.827
H -2.9931 0.2424 -1.5240  -0.023
H -3.1358 -0.8643 -0.1076  0.013